No. 1
2 unconnected molecules or ions with the total composition CHI3O at a distorted geometry. Source: OMol25; level of theory: ωB97M-V with the def2-TZVPD basis set.

Each line ends with the natural charge from an NBO analysis.
Element x y z (Å)
C1 0.11707 0.26054 -0.07489  -0.0498
O1 -0.43715 -0.67919 -0.67755  -0.6763
I1 -0.73021 1.27880 1.62669  0.1737
I2 2.29057 0.13183 0.50129  0.0703
I3 -1.34031 -2.34834 0.24806  0.3144
H1 0.10003 1.35637 -1.62360  0.1676

Cartesian forces, eV/Å:
C 1.712 2.764 -0.552
O -0.886 -1.169 -0.714
I -0.484 -0.130 -0.532
I -0.608 -0.279 -0.607
I 0.130 -0.040 0.205
H 0.137 -1.146 2.200

Calculated values
E_HOMO (alpha / beta), eV: -8.887 / -9.191
Lowest unoccupied orbital energy (alpha / beta), eV: -2.4 / -2.3
Orbital gap (alpha / beta), eV: 6.5 / 6.9

No. 2
3 unconnected molecules or ions with the total composition C21H47F3NO14P3 at a distorted geometry. Source: OMol25; level of theory: ωB97M-V with the def2-TZVPD basis set.

Each line ends with the Mulliken charge.
Element x y z (Å)
C1 -3.89979 3.84079 2.61675  -0.7080
C2 -3.49891 4.98845 2.01614  -0.2662
C3 -2.45328 5.78645 2.70768  0.2899
O1 -1.51548 6.50057 1.86548  -0.3838
P1 -0.35751 5.69709 1.14305  0.5101
O2 0.37189 6.55981 0.22819  -0.8241
O3 -1.01823 4.45078 0.40888  -0.1420
C4 -0.62989 3.12395 0.81061  -0.1604
C5 -1.46258 2.06714 0.07225  0.3261
O4 -1.47010 0.92639 0.90699  -0.2819
C6 -0.81734 1.67298 -1.28300  -1.0638
N1 0.02713 0.50359 -1.25060  -0.4131
O5 0.59734 5.02730 2.24448  0.0346
C7 0.87711 5.71174 3.45634  -0.6095
C8 1.47103 4.71593 4.46554  -0.1187
O6 2.40660 3.90832 3.78216  -0.6057
C9 0.41845 3.83480 5.16257  0.5417
F1 0.00513 4.45570 6.29723  -0.2990
F2 0.93918 2.64118 5.53378  -0.2619
F3 -0.66833 3.56499 4.39996  -0.1605
H1 -4.92221 3.63367 2.90704  0.3287
H2 -3.13144 3.11763 2.88359  0.0934
H3 -3.87257 5.30039 1.04455  0.3835
H4 -1.94877 5.14536 3.43897  -0.1901
H5 -2.96725 6.55628 3.28115  0.3685
H6 0.42070 2.99020 0.54607  0.3668
H7 -0.79188 2.99263 1.88074  0.0354
H8 -2.46343 2.48908 -0.06863  0.1736
H9 -1.68552 1.19213 1.80414  0.2027
H10 -0.22123 2.52547 -1.61645  0.3722
H11 -1.62635 1.54509 -2.00152  0.3767
H12 0.79907 0.60394 -0.61062  0.2196
H13 -0.49283 -0.34029 -1.07121  0.2214
H14 0.00701 6.22259 3.87299  0.4040
H15 1.64562 6.46668 3.28888  0.3695
H16 2.04505 5.23468 5.22901  0.4865
H17 1.96458 3.15697 3.37714  0.3543
C10 -3.61567 -4.67854 1.34417  -1.0005
C11 -3.45227 -3.29338 1.93873  -0.1871
O7 -2.70639 -3.30823 3.16727  -0.3663
P2 -1.12280 -3.42260 3.12230  0.9422
O8 -0.47868 -2.29884 2.43669  -0.5679
O9 -0.86843 -3.13739 4.70048  -0.4114
C12 0.14374 -2.18177 5.04473  -0.2806
C13 -0.44422 -0.79978 5.23588  -0.8831
O10 -0.89716 -4.98434 3.10229  -0.2999
C14 0.34667 -5.52923 2.59608  -0.2220
C15 1.50827 -5.23894 3.52165  -1.0306
H18 -2.65973 -5.07928 1.00393  0.2381
H19 -4.29251 -4.64539 0.49023  0.4072
H20 -4.01266 -5.36904 2.08818  0.2575
H21 -2.97239 -2.61640 1.22723  0.1844
H22 -4.42578 -2.87435 2.18734  0.3243
H23 0.90565 -2.12615 4.26772  0.2546
H24 0.62422 -2.55415 5.95075  0.3921
H25 -0.95731 -0.48743 4.32608  0.0860
H26 0.34093 -0.07782 5.46588  0.3075
H27 -1.17573 -0.78551 6.04529  0.3231
H28 0.53750 -5.13484 1.59616  0.2897
H29 0.18610 -6.60090 2.50283  0.3418
H30 1.74387 -4.17341 3.53772  0.2324
H31 2.39610 -5.77629 3.18858  0.4144
H32 1.26894 -5.54006 4.54134  0.2792
C16 1.19799 1.36200 -4.79428  -0.8960
C17 0.20620 0.32495 -5.27818  -0.3263
O11 0.74784 -0.51261 -6.31679  -0.3536
P3 1.72478 -1.69764 -5.93071  0.9834
O12 1.13818 -2.68997 -5.02652  -0.7353
O13 1.85051 -2.36461 -7.39309  -0.3486
C18 1.66121 -3.76412 -7.59504  -0.2051
C19 0.28748 -4.04256 -8.16551  -1.2154
O14 3.13416 -0.97748 -5.90341  -0.2386
C20 4.21852 -1.55525 -5.14247  -0.2476
C21 4.73227 -2.83394 -5.76988  -1.0536
H33 2.03173 0.89046 -4.27294  0.2305
H34 0.71599 2.05326 -4.10347  0.2923
H35 1.61698 1.92087 -5.63157  0.3308
H36 -0.13782 -0.29506 -4.44712  0.2776
H37 -0.66581 0.81142 -5.71241  0.3202
H38 1.81461 -4.31675 -6.66762  0.3262
H39 2.43274 -4.08245 -8.29959  0.3202
H40 -0.48775 -3.66154 -7.50028  0.2941
H41 0.13644 -5.11409 -8.30466  0.3769
H42 0.16903 -3.54412 -9.12829  0.2890
H43 3.89110 -1.73066 -4.11557  0.2998
H44 5.00020 -0.79897 -5.11506  0.3544
H45 3.98992 -3.63143 -5.70501  0.2508
H46 5.63359 -3.16831 -5.25587  0.4142
H47 4.95869 -2.67777 -6.82453  0.2642

Cartesian forces, eV/Å:
C 0.283 0.278 0.022
C 0.118 -0.595 -0.146
C 0.781 -0.540 -0.656
O -0.077 -0.640 0.418
P 0.772 0.680 -1.296
O 0.044 0.288 -0.028
O 0.040 -0.196 0.775
C -0.240 -0.314 -0.571
C 0.542 0.604 0.459
O -0.229 -0.379 -0.253
C -0.356 0.152 0.365
N 0.052 0.226 -0.794
O -1.023 -0.075 0.474
C 0.457 0.294 0.691
C 0.042 -0.827 -1.191
O 0.229 0.011 0.391
C 0.372 -0.033 0.866
F -0.200 -0.298 -0.652
F -0.352 0.589 -0.225
F 0.384 0.117 0.338
H -0.298 -0.814 -1.476
H 0.033 0.589 1.604
H -1.088 1.049 0.699
H 0.094 0.054 -0.050
H -0.057 0.104 -0.102
H 0.109 -0.066 0.338
H 0.165 0.156 0.067
H -0.074 -0.127 -0.074
H -0.144 -0.073 0.068
H -0.085 0.057 -0.112
H 0.132 -0.212 -0.171
H -0.073 -0.190 0.180
H 0.087 -0.023 0.344
H -0.126 -0.075 -0.106
H -0.010 0.013 -0.211
H -0.256 0.139 0.165
H -0.054 0.027 -0.199
C 0.155 -0.075 0.091
C -0.170 -0.021 -0.260
O 0.030 -0.430 -0.600
P -1.310 1.968 4.026
O 0.607 -1.205 -1.956
O 0.304 -0.386 -0.308
C 0.061 0.190 0.109
C -0.219 -0.003 0.138
O 0.584 0.023 -1.501
C 0.257 -0.100 -0.040
C -0.072 0.152 0.125
H -0.015 0.017 -0.039
H -0.015 0.032 0.010
H -0.066 0.024 -0.010
H 0.043 0.029 0.063
H 0.038 0.019 0.114
H -0.016 -0.106 -0.025
H -0.129 0.033 0.071
H 0.100 -0.003 -0.060
H 0.010 -0.011 -0.001
H 0.048 -0.048 0.043
H -0.064 0.050 0.016
H -0.151 0.012 0.067
H 0.005 -0.012 -0.054
H -0.015 -0.022 -0.017
H 0.014 -0.080 -0.014
C 0.250 -0.104 -0.065
C -0.155 0.223 0.248
O 0.217 0.276 0.460
P -1.365 -0.748 -3.512
O 1.032 0.457 1.384
O 0.205 0.085 0.216
C -0.089 -0.226 -0.164
C -0.093 0.144 -0.026
O 0.120 -0.090 1.571
C 0.185 -0.123 0.093
C -0.143 -0.060 -0.125
H -0.043 0.019 0.074
H -0.043 -0.024 -0.003
H -0.100 0.041 -0.026
H 0.033 -0.052 -0.031
H 0.021 -0.075 -0.126
H -0.067 0.098 0.075
H 0.018 0.072 0.000
H 0.029 -0.064 0.075
H 0.021 -0.001 0.003
H 0.020 -0.028 -0.016
H -0.068 0.012 -0.029
H -0.077 0.092 -0.093
H 0.000 0.014 0.052
H 0.009 0.026 0.009
H 0.073 0.039 0.015

Calculated values
E_HOMO, eV: -9.121
Lowest unoccupied orbital energy, eV: 0.1
Orbital gap, eV: 9.2
SMILES string: C=CCO[P@](=O)(OC[C@H](O)CN)OC[C@H](O)C(F)(F)F.CCOP(=O)(OCC)OCC.CCOP(=O)(OCC)OCC

No. 3
C5H7NO in the gas phase. Source: OMol25; level of theory: ωB97M-V with the def2-TZVPD basis set.

Each line ends with the natural charge from an NBO analysis.
Element x y z (Å)
O1 1.83435 0.63576 1.22312  -0.5050
C1 1.14108 1.35153 0.53962  0.4249
C2 0.35843 0.92158 -0.66569  -0.2265
C3 0.05988 -0.46566 -1.05314  -0.0654
C4 -0.07767 -1.41592 0.12918  -0.4392
C5 -1.12316 -0.41589 0.66314  -0.2365
N1 -1.03590 0.43914 -0.56791  -0.3509
H1 1.03923 2.42909 0.78375  0.1154
H2 0.44117 1.63810 -1.48316  0.2271
H3 0.11689 -0.76959 -2.09628  0.2086
H4 0.81837 -1.59091 0.72561  0.2343
H5 -0.52764 -2.36733 -0.16340  0.2139
H6 -0.88130 0.10883 1.59311  0.1915
H7 -2.13351 -0.82269 0.73931  0.2079

Cartesian forces, eV/Å:
O -0.305 0.292 -0.299
C 0.138 -0.243 0.227
C 0.199 0.042 -0.066
C 0.177 -0.161 -0.285
C 0.053 -0.069 0.027
C -0.130 -0.040 0.259
N -0.205 0.120 0.048
H 0.030 -0.059 -0.017
H -0.006 -0.094 0.124
H 0.001 0.064 0.167
H -0.137 0.020 -0.100
H 0.060 0.148 0.047
H -0.036 -0.075 -0.127
H 0.162 0.055 -0.006

Calculated values
E_HOMO, eV: -9.514
Lowest unoccupied orbital energy, eV: 0.8
Orbital gap, eV: 10.3
SMILES string: O=C[C@H]1[C@H]2CCN21

No. 4
2 unconnected molecules or ions with the total composition C10H23N4O3S at a distorted geometry. Source: OMol25; level of theory: ωB97M-V with the def2-TZVPD basis set.

Each line ends with the natural charge from an NBO analysis.
Element x y z (Å)
C1 -0.13852 4.36548 0.36483  -0.6248
C2 -0.11082 3.25095 -0.81547  -0.4123
C3 0.79710 2.03725 -0.28848  -0.4008
C4 1.21444 1.01607 -1.47745  -0.4209
C5 2.77296 0.69943 -1.32405  -0.4646
C6 3.15336 -0.83269 -1.33623  0.4530
N1 4.57240 -1.06098 -1.25649  -0.3928
C7 4.57584 -2.50875 -1.33058  0.5685
N2 5.78715 -3.11796 -1.32595  -0.8849
N3 3.26511 -3.02982 -1.42787  -0.3473
N4 2.36532 -2.00235 -1.41618  -0.3523
H1 -1.21039 4.64454 0.62677  0.2141
H2 0.35746 3.99474 1.31860  0.2064
H3 0.38533 5.32270 0.06812  0.2191
H4 0.40462 3.75402 -1.69053  0.2063
H5 -1.18401 2.95385 -1.01513  0.2190
H6 0.27526 1.42863 0.51437  0.2315
H7 1.71018 2.52341 0.19145  0.1991
H8 1.03824 1.60677 -2.44145  0.2296
H9 0.54299 0.10688 -1.52457  0.1977
H10 3.29851 1.16424 -2.22813  0.2713
H11 3.25368 1.15737 -0.40385  0.2705
H12 6.32567 -3.15465 -2.19345  0.4374
H13 6.21703 -3.49277 -0.47976  0.4385
H14 3.05659 -4.03714 -1.50196  0.4642
H15 1.34618 -2.03722 -1.49521  0.4732
O1 -4.34930 -0.01432 -0.13095  -0.9219
S1 -3.52374 0.05692 1.04384  2.3656
O2 -2.08771 -0.02018 0.96665  -0.9536
O3 -4.04560 -1.02802 2.11974  -0.7113
C8 -4.17625 -2.38926 1.70617  -0.0804
C9 -2.83291 -3.09338 1.66479  -0.6379
C10 -3.96165 1.50356 1.96364  -0.8811
H16 -4.68652 -2.45345 0.74125  0.2004
H17 -4.81581 -2.88092 2.44181  0.2038
H18 -2.20235 -2.68824 0.87012  0.2077
H19 -2.96393 -4.16173 1.48128  0.2202
H20 -2.29525 -2.95662 2.60565  0.2190
H21 -5.04409 1.53546 2.07512  0.2609
H22 -3.61554 2.37257 1.40437  0.2539
H23 -3.47099 1.46565 2.93515  0.2564

Cartesian forces, eV/Å:
C -0.450 -0.003 0.021
C 0.654 0.527 1.771
C -0.602 -0.192 -0.621
C 0.343 1.652 0.496
C -0.810 -1.036 -1.046
C 2.285 0.804 0.157
N -5.811 -4.864 -0.687
C -1.258 4.335 0.258
N 0.021 -1.669 -0.265
N 2.719 0.012 0.195
N 3.037 3.054 0.200
H 1.372 -0.330 -0.304
H -0.634 0.354 -1.197
H -0.555 -1.136 0.242
H -0.875 -0.917 0.712
H 1.442 0.156 -0.182
H 0.454 0.954 -0.825
H -0.993 -0.793 -0.782
H 0.384 -1.095 1.162
H 0.763 0.963 0.260
H -0.423 -0.885 1.294
H -0.715 -0.759 -1.034
H -0.317 0.142 0.645
H -0.443 0.204 -0.535
H -0.233 0.942 0.058
H 0.552 -0.427 0.047
O 0.683 -0.211 0.219
S -0.643 0.042 0.743
O -0.314 -0.086 -0.381
O 0.178 0.889 -0.319
C 0.072 -0.948 -0.257
C 0.279 0.099 -0.132
C -0.008 -0.072 0.112
H 0.036 0.197 0.049
H -0.011 0.354 0.044
H -0.065 -0.025 0.025
H -0.085 0.061 0.055
H -0.113 -0.061 -0.015
H 0.080 -0.058 -0.037
H 0.022 -0.136 -0.063
H -0.015 -0.039 -0.081

Calculated values
Total charge: +1
E_HOMO, eV: -12.978
Lowest unoccupied orbital energy, eV: -3.6
Orbital gap, eV: 9.4

Electronic energy per entry: -27397.6225; -88718.5533; -8833.4485; -33672.0047 eV